[1]
{"formula": "C9H13OP", "method": "ωB97M-V/def2-TZVPD", "symbols": ["C", "H", "C", "H", "H", "C", "H", "H", "H", "C", "H", "C", "H", "H", "C", "C", "H", "P", "H", "O", "C", "H", "C", "H"], "positions_angstrom": [[0.241, 1.986, -0.078], [0.652, -2.610, -1.247], [0.583, -0.347, -1.110], [-0.716, -1.865, -1.919], [-2.487, 0.010, -0.543], [0.650, -0.395, 1.791], [1.024, 1.910, 0.608], [0.741, -0.541, 2.866], [2.809, -0.348, -0.938], [1.918, -0.354, -0.317], [2.784, -0.291, 1.585], [1.868, -0.261, 1.054], [0.797, -0.173, -2.190], [-2.257, 1.611, -1.023], [-1.790, 0.622, -1.017], [-0.340, 0.592, -0.325], [-1.565, 0.317, -1.986], [-2.109, -0.456, 2.035], [0.685, 2.282, -1.004], [-1.703, -0.662, 3.434], [-0.503, 0.087, 1.268], [-0.589, -2.057, -0.217], [-0.084, -1.781, -1.065], [-0.609, 2.724, 0.337]], "nbo_charge": [-0.609, 0.213, -0.301, 0.208, 0.204, -0.175, 0.216, 0.237, 0.211, -0.092, 0.218, -0.281, 0.228, 0.214, -0.618, -0.007, 0.207, 1.310, 0.202, -0.990, -0.417, 0.207, -0.597, 0.210], "smiles": "C[C@@H]1C=CC=C(P=O)C1(C)C", "de_lowest_kj_mol": 253.7, "orbital_gap_ev": 7.74, "homo_energy_ev": -8.726, "multiplicity": 1, "e_tot_ev": -20877.465}

[2]
{"formula": "C53H41F9NP3TeW", "method": "ωB97M-V/def2-TZVPD", "symbols": ["C", "H", "C", "H", "C", "H", "H", "C", "H", "H", "H", "C", "C", "C", "H", "H", "H", "P", "F", "C", "C", "H", "H", "C", "C", "H", "H", "C", "H", "C", "H", "H", "H", "C", "C", "W", "H", "H", "C", "C", "C", "H", "C", "C", "C", "C", "C", "C", "C", "N", "H", "C", "C", "C", "C", "H", "H", "H", "C", "H", "C", "C", "C", "H", "F", "F", "C", "F", "C", "C", "F", "H", "C", "H", "H", "C", "H", "H", "H", "H", "C", "C", "C", "C", "C", "C", "C", "H", "F", "P", "C", "C", "C", "Te", "P", "C", "H", "H", "F", "H", "H", "C", "F", "H", "C", "C", "C", "H", "F"], "positions_angstrom": [[-0.360, 2.871, 4.696], [5.870, 0.090, -1.960], [3.589, 5.359, 2.687], [-2.447, 0.652, -2.469], [0.492, 2.276, -5.454], [-6.539, 3.403, 2.438], [-1.058, -3.358, -3.161], [2.423, -1.359, -0.985], [-3.394, -3.646, -1.417], [-2.986, -0.991, 2.993], [2.697, 2.844, 3.262], [4.901, -0.305, -1.685], [2.548, -2.933, 2.805], [0.701, -3.882, 4.025], [-3.646, -0.429, -0.971], [3.586, -2.961, 2.499], [2.442, 3.924, -1.566], [-1.498, -1.542, -0.850], [0.707, 1.709, -7.734], [-2.645, -0.085, -4.463], [-2.354, -1.055, 2.110], [-0.282, 3.941, 4.552], [3.425, -3.265, -0.937], [1.964, 2.486, -0.034], [-4.965, 1.082, 0.534], [2.694, -4.681, 4.032], [-1.434, -7.128, 0.096], [1.185, 0.731, -3.758], [1.450, -1.766, -0.728], [-1.495, -2.438, -3.526], [3.919, 1.590, -1.749], [1.541, -0.255, -3.491], [0.473, -3.315, 0.436], [0.941, 1.016, -5.091], [3.808, 0.530, -1.564], [-0.947, 0.686, 0.135], [1.102, 0.253, -5.840], [-0.400, 2.448, 2.600], [0.316, 3.263, -4.494], [-2.290, -0.195, -3.131], [-0.515, 0.969, 6.160], [-1.179, -2.864, 3.839], [-0.366, -5.287, 0.342], [2.056, 2.186, 1.326], [-1.808, -2.301, -4.872], [3.521, -2.201, -1.104], [-0.394, 2.340, 5.978], [0.996, 1.710, -2.782], [-1.761, -1.394, -2.644], [-2.873, -0.206, 0.985], [0.305, -4.641, 4.687], [-0.538, 0.648, 3.777], [5.977, -2.542, -1.541], [-5.898, 2.036, 0.918], [-1.443, -6.058, -0.062], [1.710, 1.226, 1.689], [-0.553, 0.556, 7.159], [-2.321, -2.099, 1.792], [-2.540, -5.466, -0.681], [2.135, -1.136, 1.714], [2.997, 4.613, 0.383], [0.100, 2.546, -6.885], [-3.913, 0.755, 1.381], [-1.605, -3.120, -5.549], [0.371, 3.798, -7.256], [5.765, -3.762, -1.027], [-0.369, -3.918, 0.117], [2.906, 6.509, 2.556], [2.611, 3.091, 2.213], [2.039, -3.907, 3.654], [3.484, 4.966, 3.965], [-5.099, 0.613, -0.430], [-2.551, -4.102, -0.913], [-2.696, -1.053, -6.375], [-0.014, 4.254, -4.780], [4.752, -1.666, -1.436], [0.429, 3.761, -2.423], [3.367, 5.565, 0.025], [-3.110, 0.822, -4.823], [-4.638, 2.845, 3.942], [2.465, 3.692, -0.508], [-0.582, 0.121, 5.067], [-4.742, 2.356, 2.982], [-1.458, -3.327, -0.518], [-3.187, -1.040, -0.201], [2.568, 0.005, -1.198], [1.730, -1.906, 2.361], [0.483, -5.748, 0.829], [4.879, 5.621, 2.439], [-0.609, -0.428, 2.308], [-0.130, -2.874, 3.565], [-3.807, 1.405, 2.607], [-5.797, 2.674, 2.142], [-1.705, 3.057, -0.201], [1.173, 1.179, -1.044], [-0.427, 2.029, 3.598], [-6.714, 2.265, 0.246], [-3.861, -1.867, 0.038], [6.351, -2.693, -2.820], [-3.385, -6.067, -0.989], [-3.002, 1.184, 3.291], [0.392, -1.869, 2.750], [-1.237, 2.364, -7.032], [-0.328, 2.995, 6.837], [-2.409, -1.140, -5.335], [3.051, 4.317, 1.736], [0.567, 2.980, -3.161], [-0.662, -0.945, 5.229], [7.007, -1.989, -0.880]], "lowdin_charge": [-0.052, 0.140, -0.586, 0.058, -0.095, 0.119, 0.110, -0.096, 0.118, 0.115, 0.130, 0.030, -0.049, -0.047, 0.065, 0.118, 0.107, 0.977, 0.157, -0.055, -0.260, 0.120, 0.128, -0.388, -0.044, 0.120, 0.120, -0.064, 0.061, -0.076, 0.119, 0.110, 0.074, 0.016, -0.041, 0.523, 0.133, 0.030, 0.021, -0.125, -0.046, 0.112, -0.050, -0.118, -0.047, 0.011, -0.041, -0.347, -0.367, -0.348, 0.120, -0.361, -0.587, -0.050, -0.041, 0.062, 0.119, 0.087, -0.043, 0.086, 0.025, -0.583, -0.284, 0.118, 0.167, 0.149, -0.092, 0.156, 0.014, -0.043, 0.146, 0.107, -0.092, 0.121, 0.137, -0.093, 0.073, 0.140, 0.118, 0.120, -0.060, -0.065, -0.046, -0.377, -0.289, -0.355, -0.105, 0.116, 0.167, 0.968, -0.099, -0.052, -0.053, 0.594, 0.892, -0.138, 0.120, 0.120, 0.165, 0.120, 0.089, -0.381, 0.137, 0.120, -0.045, -0.091, -0.106, 0.100, 0.157], "s_squared": 2.471, "de_lowest_kj_mol": 23.2, "orbital_gap_ev": [6.50, 6.97], "total_charge": 2, "homo_energy_ev": [-13.569, -13.919], "multiplicity": 3, "e_tot_ev": -118547.557}

[3]
{"formula": "C24H32FInNO11", "method": "ωB97M-V/def2-TZVPD", "symbols": ["H", "H", "H", "H", "H", "C", "O", "H", "C", "O", "H", "C", "C", "C", "O", "O", "C", "H", "C", "C", "H", "C", "C", "C", "C", "H", "H", "H", "O", "C", "C", "C", "H", "H", "O", "H", "C", "C", "C", "O", "H", "H", "C", "H", "H", "C", "H", "H", "H", "C", "O", "H", "H", "H", "O", "H", "H", "H", "C", "O", "O", "H", "C", "C", "F", "H", "H", "In", "N", "H"], "positions_angstrom": [[-8.220, 2.499, -4.902], [-2.962, -1.903, 2.637], [2.153, -0.740, 0.215], [-4.197, 1.980, -6.611], [5.005, -1.950, 0.971], [-3.483, -1.018, 2.297], [0.767, -1.726, -0.953], [-1.046, -2.655, -0.623], [1.320, 2.092, 3.083], [-2.498, 1.702, -4.609], [3.133, 2.939, 2.256], [2.006, -1.602, -0.447], [-4.592, 2.004, -5.605], [-0.708, 2.659, -0.146], [5.254, -3.193, 3.279], [-3.307, 2.292, 2.849], [-6.588, 2.244, -4.059], [0.350, -3.571, -0.195], [5.921, -3.422, 2.288], [-6.026, 2.187, -5.448], [-1.774, 2.850, -0.032], [-4.376, 1.902, -3.134], [-5.812, 2.109, -2.978], [-4.040, 1.420, 0.812], [0.740, 0.681, 3.306], [-0.949, -2.756, 1.777], [-0.705, 4.324, -1.575], [-0.126, 3.176, 0.610], [-3.617, 1.759, -2.198], [-3.810, 1.870, -4.524], [7.740, -4.813, 1.331], [7.561, -4.127, 0.058], [8.502, -5.578, 1.385], [3.202, 1.224, 2.649], [7.095, -5.075, 3.567], [-1.136, 0.746, -0.947], [-0.172, -2.158, 1.306], [6.977, -4.486, 2.379], [-3.301, 1.327, 2.142], [-7.905, 2.437, -3.979], [1.519, -0.065, 3.448], [0.167, 0.709, 4.232], [-0.314, 3.316, -1.467], [0.579, 2.769, 2.672], [-4.173, 2.471, 0.601], [2.582, 2.003, 2.222], [0.736, -2.395, 1.852], [7.081, -2.864, -1.785], [2.326, 1.696, 1.212], [6.524, -3.047, -0.027], [6.421, -2.440, -1.205], [-2.169, 1.629, -3.689], [-4.381, -0.931, 2.918], [0.568, 1.020, -0.631], [2.881, -2.332, -0.725], [-3.453, 0.937, 0.044], [-3.836, -1.108, 1.261], [-5.036, 0.995, 0.898], [5.758, -2.723, 1.023], [-6.796, 2.300, -6.387], [8.215, -4.387, -0.937], [-0.606, 2.663, -2.285], [-0.426, 1.153, -0.227], [-0.083, -2.565, -0.147], [1.073, 3.368, -1.529], [1.589, 2.489, 4.063], [6.423, -4.652, 4.139], [-0.678, 0.018, 1.685], [-2.661, 0.178, 2.512], [-6.205, 2.146, -1.972]], "lowdin_charge": [0.116, 0.052, 0.136, 0.133, 0.130, -0.174, -0.073, 0.107, -0.367, 0.121, 0.061, -0.383, 0.070, -0.259, 0.113, 0.045, -0.241, 0.108, -0.310, -0.321, 0.088, -0.293, 0.086, -0.044, -0.276, 0.021, 0.108, 0.090, 0.116, -0.233, 0.068, -0.316, 0.131, 0.059, 0.105, 0.023, -0.242, -0.241, -0.660, 0.105, 0.016, 0.020, -0.228, 0.071, 0.071, -0.125, 0.032, 0.118, 0.051, -0.236, 0.118, 0.109, 0.074, 0.021, 0.117, 0.046, 0.067, 0.076, 0.081, 0.094, 0.097, 0.094, -0.253, -0.286, -0.070, 0.084, 0.119, 0.878, -0.157, 0.137], "orbital_gap_ev": 4.66, "total_charge": -1, "homo_energy_ev": -4.530, "multiplicity": 1, "e_tot_ev": -57309.337}

[4]
{"formula": "C8H11NPPbS", "method": "ωB97M-V/def2-TZVPD", "symbols": ["C", "H", "C", "C", "H", "N", "H", "H", "H", "C", "H", "H", "C", "H", "S", "C", "C", "H", "H", "Pb", "C", "H", "P"], "positions_angstrom": [[-1.110, 0.731, -1.246], [-2.220, -0.872, 2.971], [-2.364, 2.025, 0.044], [3.394, -0.369, 0.373], [-0.318, 0.079, -1.534], [-1.127, 1.402, -0.104], [1.300, 0.512, -2.074], [0.313, -1.662, -0.479], [-1.485, -2.813, 2.759], [2.385, -1.396, 0.480], [-4.174, 2.210, -1.208], [-2.610, 2.556, 0.961], [1.724, -0.040, -1.214], [2.579, -2.285, 1.059], [-2.385, 0.883, -2.323], [2.988, 0.420, -0.748], [1.289, -1.122, -0.458], [3.630, 1.090, -1.319], [4.401, -0.367, 0.821], [1.271, 0.829, 1.043], [-3.179, 1.838, -1.059], [-2.760, -2.026, 1.278], [-1.542, -1.624, 1.975]], "nbo_charge": [-0.278, -0.012, -0.044, -0.378, 0.212, -0.494, 0.243, 0.247, -0.035, -0.329, 0.215, 0.212, -0.401, 0.220, 0.307, -0.345, -0.411, 0.228, 0.232, 0.128, -0.471, -0.056, 0.011], "orbital_gap_ev": [2.43, 2.43], "total_charge": -1, "homo_energy_ev": [0.368, 0.367], "multiplicity": 1, "e_tot_ev": -35330.780}